[1]
Below is a cluster of 6 separate species, C33H38F15INO15P in total at a distorted geometry, with properties calculated with the ωB97M-V functional and the def2-TZVPD basis.

The geometry in ORCA input format:
```
! wB97M-V def2-TZVPD RIJCOSX def2/J DEFGRID3
* xyz 0 1
N 0.776 -5.315 -0.658
C 2.148 -4.788 -1.125
C 2.606 -5.339 -2.593
C 1.811 -4.703 -3.878
C 0.155 -4.929 -3.816
C -0.329 -6.461 -4.283
C -1.913 -6.878 -4.323
C -2.990 -5.707 -3.858
C -2.527 -4.169 -3.387
C -0.908 -3.752 -3.332
P -0.373 -2.029 -2.750
O -0.949 -0.856 -3.694
O 1.320 -1.752 -2.542
O -1.108 -1.788 -1.150
C -3.765 -3.161 -3.007
O -3.673 -1.841 -2.776
C -5.326 -3.758 -2.939
C -5.726 -5.122 -3.376
I -7.845 -5.820 -3.322
C -4.596 -6.168 -3.936
O -4.942 -7.382 -4.426
H 0.471 -6.126 -1.242
H 0.072 -4.543 -0.644
H 2.250 -3.616 -0.980
H 2.917 -5.254 -0.340
H 2.373 -6.508 -2.606
H 3.766 -5.252 -2.801
H 2.116 -3.610 -4.165
H 2.150 -5.367 -4.813
H 0.457 -7.262 -4.632
H -2.297 -7.930 -4.676
H 1.619 -1.291 -3.402
H -0.586 -1.057 -0.670
H -6.203 -3.044 -2.560
C 3.333 3.175 -5.052
C 4.388 2.404 -5.823
O 5.246 1.685 -4.923
C 4.759 0.496 -4.444
O 3.657 0.040 -4.737
C 5.789 -0.184 -3.543
F 6.357 0.676 -2.649
F 6.819 -0.724 -4.257
F 5.264 -1.203 -2.805
H 3.801 3.828 -4.308
H 2.728 3.784 -5.729
H 2.667 2.500 -4.506
H 5.023 3.103 -6.377
H 3.939 1.725 -6.557
C 4.861 5.439 1.450
C 4.864 4.734 0.106
O 3.881 5.312 -0.769
C 4.244 6.473 -1.401
O 5.332 7.023 -1.252
C 3.130 6.948 -2.335
F 1.898 6.900 -1.752
F 3.046 6.185 -3.463
F 3.299 8.233 -2.757
H 3.857 5.432 1.886
H 5.553 4.952 2.143
H 5.156 6.488 1.349
H 4.590 3.683 0.242
H 5.857 4.752 -0.359
C -3.354 -3.162 1.018
C -2.650 -1.990 1.675
O -3.101 -1.824 3.029
C -2.537 -2.657 3.960
O -1.697 -3.512 3.694
C -3.068 -2.340 5.358
F -4.423 -2.183 5.384
F -2.542 -1.184 5.857
F -2.783 -3.312 6.271
H -4.441 -3.044 1.085
H -3.070 -3.242 -0.035
H -3.106 -4.104 1.515
H -2.897 -1.066 1.142
H -1.560 -2.101 1.640
C 5.689 10.329 5.113
C 4.415 9.790 5.736
O 4.136 8.467 5.250
C 4.832 7.446 5.845
O 5.658 7.610 6.738
C 4.403 6.096 5.270
F 4.326 6.103 3.908
F 3.172 5.716 5.718
F 5.255 5.082 5.594
H 5.631 10.288 4.021
H 5.863 11.364 5.421
H 6.558 9.731 5.407
H 3.569 10.421 5.445
H 4.464 9.799 6.831
C -7.099 -1.018 3.700
C -7.962 -1.608 4.799
O -9.182 -2.136 4.254
C -9.099 -3.379 3.682
O -8.062 -4.034 3.613
C -10.472 -3.839 3.191
F -11.139 -2.866 2.504
F -11.290 -4.204 4.220
F -10.409 -4.914 2.356
H -7.660 -0.271 3.129
H -6.206 -0.546 4.120
H -6.780 -1.787 2.989
H -8.244 -0.822 5.507
H -7.426 -2.377 5.367
*
```

Properties
HOMO (eV): -8.98
Gap between HOMO and LUMO (Eh): 0.243
E_LUMO (eV): -2.4

=====

[2]
Below is a cluster of 2 separate species, C2H4NP in total at a distorted geometry, with properties calculated with the ωB97M-V functional and the def2-TZVPD basis.

The geometry in ORCA input format:
```
! wB97M-V def2-TZVPD RIJCOSX def2/J DEFGRID3
* xyz 0 1
C -0.596 -0.526 -0.025
C -0.371 0.923 -0.508
N 0.514 -0.988 0.461
P 0.960 1.845 -0.246
H -1.552 -1.680 0.150
H -1.206 1.471 -0.929
H 0.474 -1.876 0.856
H 1.776 0.831 0.240
*
```

Properties
HOMO (eV): -9.45
Gap between HOMO and LUMO (Eh): 0.332
Energy above the lowest of the compared OMol25 structures with the same formula, charge and spin (kcal per mole): 72.60
E_LUMO (eV): -0.4

=====

[3]
Below is a cluster of 2 separate species, C19H34ClF9N2O2PS in total at a distorted geometry, with properties calculated with the ωB97M-V functional and the def2-TZVPD basis.

The geometry in ORCA input format:
```
! wB97M-V def2-TZVPD RIJCOSX def2/J DEFGRID3
* xyz 0 2
C -1.411 1.965 3.791
C -0.423 1.680 2.651
C -0.435 0.226 2.182
Cl 0.737 0.034 0.845
P -0.059 -0.955 3.557
C 1.571 -1.741 3.382
C 1.597 -2.939 2.417
C 2.719 -3.903 2.772
N 3.426 -4.424 1.652
O 2.923 -4.189 3.872
C -1.373 -2.229 3.441
C -2.641 -1.650 4.071
C -3.708 -2.702 4.276
F -4.059 -2.621 5.598
F -3.258 -3.929 4.145
C -4.959 -2.387 3.480
F -5.349 -1.170 3.849
F -5.923 -3.195 3.860
S -4.727 -2.391 1.547
F -4.095 -0.747 1.594
F -6.281 -1.766 1.448
F -5.360 -3.951 1.525
F -3.079 -3.026 1.678
F -4.623 -2.409 -0.194
H -2.377 2.298 3.433
H -1.595 1.103 4.440
H -0.979 2.727 4.431
H 0.592 1.956 2.920
H -0.727 2.281 1.801
H -1.407 0.003 1.748
H 1.879 -2.088 4.372
H 2.329 -1.028 3.072
H 1.717 -2.553 1.413
H 0.682 -3.532 2.405
H 3.423 -5.437 1.697
H 4.379 -4.078 1.636
H -1.464 -2.426 2.370
H -1.015 -3.100 3.984
H -3.024 -0.817 3.489
H -2.370 -1.224 5.032
C -0.379 2.185 -4.489
C 0.576 2.412 -3.299
C 1.131 3.834 -3.378
C 2.089 4.016 -4.554
C 3.211 2.979 -4.521
C 2.756 1.530 -4.296
N 1.681 1.404 -3.267
O 2.238 1.433 -2.099
C 2.275 0.895 -5.618
C 3.991 0.708 -3.920
C -0.329 2.262 -2.078
H -1.278 2.787 -4.360
H 0.031 2.485 -5.450
H -0.687 1.140 -4.555
H 1.653 4.085 -2.448
H 0.306 4.545 -3.467
H 1.551 3.962 -5.503
H 2.524 5.017 -4.513
H 3.779 3.037 -5.451
H 3.902 3.263 -3.721
H 1.891 -0.110 -5.440
H 3.107 0.808 -6.318
H 1.508 1.466 -6.133
H 4.517 1.122 -3.061
H 4.696 0.701 -4.752
H 3.725 -0.326 -3.695
H -0.758 1.260 -2.023
H -1.153 2.974 -2.133
H 0.194 2.460 -1.142
*
```

Properties
HOMO (eV): -7.86
Gap between HOMO and LUMO (Eh): 0.189
E_LUMO (eV): -2.7

=====

[4]
Below is the ion C7H12NO2 with charge +1 at a distorted geometry, with properties calculated with the ωB97M-V functional and the def2-TZVPD basis.

The geometry in ORCA input format:
```
! wB97M-V def2-TZVPD RIJCOSX def2/J DEFGRID3
* xyz 1 3
C -0.921 -1.642 -0.407
C -1.122 -1.465 1.013
C 0.054 -0.923 -1.164
C -0.667 -0.461 1.840
C -0.563 0.872 1.573
C -1.043 1.603 0.344
C 1.684 0.474 -1.952
N 0.861 0.027 -0.802
O -0.390 -0.811 3.179
O -0.146 1.657 2.540
H -1.335 -2.546 -0.870
H -1.500 -2.347 1.463
H 0.041 -1.061 -2.290
H -1.703 0.884 -0.034
H -0.288 1.749 -0.368
H -1.458 2.610 0.588
H 2.754 0.063 -1.760
H 1.255 0.131 -2.890
H 1.906 1.563 -1.947
H 1.216 0.271 0.090
H -0.300 -1.706 3.444
H 0.033 1.182 3.399
*
```

Properties
HOMO (spin up / spin down) (eV): -10.77 / -13.85
Gap between HOMO and LUMO (spin up / spin down) (Eh): 0.295 / 0.263
Energy above the lowest of the compared OMol25 structures with the same formula, charge and spin (kcal per mole): 0.00
E_LUMO (spin up / spin down) (eV): -2.7 / -6.7

=====

[5]
Below is the molecule C5H9NO at a distorted geometry, with properties calculated with the ωB97M-V functional and the def2-TZVPD basis.

The geometry in ORCA input format:
```
! wB97M-V def2-TZVPD RIJCOSX def2/J DEFGRID3
* xyz 0 1
C 2.457 -0.323 -0.019
C 0.979 -0.035 0.278
C -0.055 -0.346 -0.789
N -1.041 0.402 -0.027
C -2.445 0.089 0.004
C -0.294 0.472 1.147
O -0.577 0.973 2.201
H 2.702 -1.303 -0.444
H 3.138 -0.114 0.804
H 2.682 0.406 -0.814
H 1.038 1.073 0.287
H 0.194 0.064 -1.774
H -0.355 -1.401 -0.888
H -2.955 0.828 0.623
H -2.852 0.129 -1.010
H -2.616 -0.914 0.421
*
```

Properties
HOMO (eV): -9.18
Gap between HOMO and LUMO (Eh): 0.367
Energy above the lowest of the compared OMol25 structures with the same formula, charge and spin (kcal per mole): 65.88
E_LUMO (eV): 0.8

=====

Which formula does entry 1 have? C33H38F15INO15P

=====

Copy entry 5 word for word.
Below is the molecule C5H9NO at a distorted geometry, with properties calculated with the ωB97M-V functional and the def2-TZVPD basis.

The geometry in ORCA input format:
```
! wB97M-V def2-TZVPD RIJCOSX def2/J DEFGRID3
* xyz 0 1
C 2.457 -0.323 -0.019
C 0.979 -0.035 0.278
C -0.055 -0.346 -0.789
N -1.041 0.402 -0.027
C -2.445 0.089 0.004
C -0.294 0.472 1.147
O -0.577 0.973 2.201
H 2.702 -1.303 -0.444
H 3.138 -0.114 0.804
H 2.682 0.406 -0.814
H 1.038 1.073 0.287
H 0.194 0.064 -1.774
H -0.355 -1.401 -0.888
H -2.955 0.828 0.623
H -2.852 0.129 -1.010
H -2.616 -0.914 0.421
*
```

Properties
HOMO (eV): -9.18
Gap between HOMO and LUMO (Eh): 0.367
Energy above the lowest of the compared OMol25 structures with the same formula, charge and spin (kcal per mole): 65.88
E_LUMO (eV): 0.8